255
Properties=species:S:1:pos:R:3 method="wB97M-V/def2-TZVPD" multiplicity=4 homo_energy_ha="-0.2853 / -0.2853" energy_ha=-5857.86869 e_lumo_ev="-1.033 / 0.315" gap_ha="0.2474 / 0.2969"
H 16.79 21.90 13.16
H 10.73 21.26 15.88
H 12.41 15.23 18.20
C 16.71 21.13 13.91
C 12.15 15.22 20.77
H 11.08 18.12 18.10
N 22.65 18.23 16.09
H 18.71 19.39 13.50
H 14.27 14.01 10.23
H 16.76 11.93 17.33
H 20.15 22.07 9.82
H 10.40 14.27 16.37
H 17.96 17.51 11.86
H 10.89 13.56 17.95
H 16.82 13.40 18.15
C 16.02 19.90 13.37
H 11.69 14.71 21.63
H 16.10 21.55 14.71
H 18.31 15.96 12.92
H 11.00 11.31 17.05
O 16.33 19.43 16.59
N 17.74 17.65 21.78
H 17.02 24.11 14.08
C 12.96 14.02 14.00
C 15.58 18.71 21.13
H 14.56 18.47 20.79
H 12.35 17.36 20.11
H 13.63 11.48 14.57
H 14.48 17.09 11.45
H 9.13 19.29 17.72
H 14.70 13.92 8.56
H 13.82 15.40 17.30
H 17.29 22.93 22.70
H 18.46 25.71 15.92
H 12.70 12.82 19.83
C 16.13 14.07 12.30
H 15.00 14.23 12.19
N 11.87 19.76 16.86
C 18.29 16.52 22.51
H 14.31 11.85 16.87
H 20.72 17.71 21.77
H 17.48 16.94 24.51
H 12.76 12.95 21.60
C 12.94 11.20 15.38
H 16.58 12.99 9.86
H 15.92 16.63 21.54
O 14.36 21.51 15.98
C 21.20 18.08 16.28
C 16.41 14.10 9.89
O 12.63 21.88 14.56
H 19.23 21.10 20.15
H 18.80 14.88 16.20
H 21.36 26.24 15.23
H 16.49 15.89 23.58
H 20.65 19.20 20.79
H 20.76 22.13 16.17
O 16.40 17.24 15.50
H 20.35 18.93 13.12
H 15.30 13.04 21.43
C 15.86 23.25 18.68
O 12.73 23.18 16.54
C 19.00 12.17 15.91
H 21.55 21.73 19.21
H 10.27 19.61 15.47
H 19.48 18.81 8.59
H 16.40 14.65 13.19
H 13.10 19.02 12.05
H 17.97 15.23 24.12
H 11.75 21.43 18.15
H 16.07 22.56 21.49
N 13.43 14.64 20.58
H 24.48 18.92 17.73
N 18.28 22.81 19.41
H 19.87 15.21 12.57
H 17.47 24.73 12.45
O 14.47 23.54 14.97
C 14.97 14.41 9.48
H 19.94 19.13 22.36
H 14.16 20.18 17.92
H 14.90 15.50 9.54
H 17.93 15.34 18.38
N 16.80 14.58 11.15
C 20.33 26.47 15.12
H 18.90 23.08 16.84
H 16.68 13.50 15.15
O 12.03 19.14 13.96
H 15.16 12.56 19.79
H 13.33 14.67 14.78
H 20.21 14.11 16.88
H 18.85 17.30 9.27
H 16.14 24.18 18.22
H 15.13 14.77 19.47
H 14.70 19.27 11.11
H 23.00 17.03 12.82
H 20.46 19.89 10.39
C 11.78 18.29 17.26
C 20.69 22.44 19.24
H 13.63 19.37 19.29
H 20.01 26.57 14.09
H 15.05 22.61 10.61
H 17.86 22.76 15.49
H 16.36 14.78 16.25
H 16.81 18.55 10.09
H 12.04 17.32 15.39
C 18.76 18.20 20.86
H 21.20 12.38 16.01
C 13.29 13.21 20.67
H 18.56 22.23 10.84
H 14.21 16.25 19.48
H 13.83 17.18 13.05
C 13.37 14.81 18.10
C 19.36 18.59 13.17
H 15.52 19.10 22.15
C 19.16 14.23 17.04
H 11.27 18.67 14.28
H 24.09 18.45 14.59
N 12.10 12.39 15.64
C 10.81 12.15 16.36
C 19.90 21.80 15.58
H 19.08 23.08 13.39
H 13.34 13.79 17.79
H 20.77 23.11 18.40
Cl 13.56 22.61 15.50
C 19.53 20.33 10.86
C 13.75 10.95 16.62
H 19.89 20.62 11.85
H 10.99 13.84 14.60
C 18.03 23.32 20.79
H 19.91 24.72 13.18
C 19.16 24.11 13.73
H 19.59 15.90 18.25
C 9.33 20.26 17.24
H 11.10 16.97 21.31
C 18.87 18.17 11.77
H 15.53 23.54 19.66
H 20.64 10.90 15.25
H 8.43 20.50 16.64
H 20.88 17.02 16.03
H 17.29 21.92 17.75
H 14.42 22.22 12.99
H 21.10 19.42 18.09
H 17.63 25.72 13.96
H 15.78 12.32 13.46
H 18.92 17.55 19.92
H 20.79 23.02 20.16
H 9.29 21.03 18.02
H 16.09 11.96 11.79
N 19.51 24.08 15.10
C 17.77 19.03 9.82
H 17.39 12.32 12.87
O 15.37 17.57 17.59
N 18.53 12.95 17.04
H 9.29 13.18 17.32
H 17.76 24.37 20.78
C 20.08 18.56 21.45
C 14.12 15.13 19.42
H 12.78 18.10 17.63
H 20.10 21.55 14.56
C 19.45 25.41 15.80
C 18.81 15.01 12.63
C 11.82 13.14 14.37
H 18.98 23.23 21.26
H 13.07 10.78 17.47
H 11.31 19.84 18.88
C 16.46 17.46 21.06
H 21.66 16.73 13.80
H 18.64 14.29 13.44
C 19.29 21.82 19.26
H 19.09 21.21 18.40
H 10.10 11.65 15.71
C 12.11 16.71 20.99
H 10.35 17.43 15.94
H 19.65 18.43 17.76
C 10.57 20.28 16.28
H 20.86 18.76 15.49
H 18.31 15.80 21.74
H 11.48 12.48 13.58
H 13.29 21.36 11.94
H 11.44 16.27 16.69
C 11.97 20.37 18.22
H 15.20 13.47 16.21
H 14.43 10.11 16.51
C 14.58 17.60 12.39
C 14.61 12.55 20.72
H 25.10 17.31 18.32
C 19.21 21.62 10.15
H 19.82 25.16 16.79
C 24.69 17.84 17.47
C 18.57 18.20 8.80
H 19.18 14.37 19.15
N 18.46 19.39 11.07
N 14.59 20.12 12.99
H 17.64 20.89 14.39
H 23.50 16.33 16.32
C 10.32 13.39 17.02
C 18.97 15.01 18.33
H 11.42 14.96 19.98
H 20.55 11.10 16.94
H 19.51 20.90 16.07
H 20.14 27.46 15.55
H 12.71 14.68 13.13
H 25.43 17.85 16.66
H 17.37 19.96 9.35
H 16.09 19.05 14.06
H 18.01 17.94 7.88
C 22.71 16.93 13.84
H 15.97 19.55 20.57
C 20.41 11.61 16.01
C 17.53 16.16 23.76
H 16.60 21.41 19.39
C 15.25 21.69 11.10
H 17.36 21.42 21.76
C 17.14 22.46 21.70
C 23.37 17.27 16.89
H 19.71 17.62 11.24
C 18.31 14.49 11.30
C 17.04 12.98 17.18
C 18.91 22.94 15.77
C 16.41 12.59 12.62
H 18.74 13.48 11.15
H 13.85 13.49 13.62
H 19.27 16.67 22.85
H 23.19 16.03 14.22
H 18.35 11.33 15.78
H 21.06 17.71 18.39
H 12.38 10.34 15.01
H 16.28 21.77 11.45
H 16.45 19.49 12.45
C 14.20 19.04 12.07
C 23.04 18.26 14.65
H 15.00 22.80 18.14
H 22.37 19.05 14.24
H 22.70 17.04 17.72
Cr 13.44 19.99 14.88
H 18.77 15.16 10.55
C 14.31 21.43 12.28
H 19.01 12.85 15.00
C 13.44 20.24 18.68
H 12.74 16.98 21.87
H 18.34 19.11 20.51
H 15.55 17.53 12.90
C 16.31 13.71 16.13
H 19.41 17.76 13.87
C 17.02 22.22 18.78
C 11.41 17.24 16.24
H 16.61 17.17 20.01
H 14.55 11.51 21.04
H 17.06 14.55 9.15
C 20.74 18.49 17.66
H 18.54 21.44 9.27
H 15.24 20.84 10.41
Cl 15.72 18.16 16.36
H 13.76 21.17 19.21
C 17.73 24.75 13.51
O 14.40 18.35 15.62